i | {
  "formula": "C4H6N2",
  "method": "ωB97M-V/def2-TZVPD",
  "gap_ev": [6.73, 6.96],
  "lumo_energy_ha": [0.03782, -0.10348],
  "spin_multiplicity": 3,
  "homo_energy_ev": [-5.7, -9.8],
  "s_squared": 2.0153,
  "symbols": ["C", "C", "C", "C", "N", "N", "H", "H", "H", "H", "H", "H"],
  "positions_angstrom": [[-0.4719, 0.8089, 0.1094], [-1.7282, 0.2391, -0.1975], [0.9425, 0.6220, -0.2069], [1.7031, -0.5325, 0.3988], [0.3159, 1.6984, 0.5909], [-2.1641, -0.8297, 0.2786], [-2.1787, 0.8169, -1.0155], [1.1286, 0.8919, -1.3148], [2.3929, -0.9391, -0.3227], [0.9453, -1.4351, 0.4612], [2.2510, -0.0861, 1.3038], [-3.1364, -1.2547, -0.0854]]
}

ii | {
  "formula": "C4H6N2",
  "method": "ωB97M-V/def2-TZVPD",
  "gap_ev": [7.67, 8.64],
  "lumo_energy_ha": [0.03561, -0.07906],
  "spin_multiplicity": 3,
  "homo_energy_ev": [-6.7, -10.8],
  "s_squared": 2.0067,
  "symbols": ["C", "C", "C", "C", "N", "N", "H", "H", "H", "H", "H", "H"],
  "positions_angstrom": [[2.5770, -2.8476, -1.1328], [0.7413, 0.3619, -0.3570], [-0.7225, 0.3989, 0.1391], [-1.3362, 1.0369, 1.3717], [3.0720, -3.7783, -1.5580], [-0.0719, 1.3052, -0.7564], [2.0520, -1.9779, -0.7415], [-1.3969, -0.2274, -0.3590], [-2.4140, 0.9597, 1.3053], [-1.2054, 2.1607, 1.3780], [-0.8590, 0.7459, 2.2683], [-0.4364, 1.8620, -1.5579]]
}

Verdict on stability: ii comes out on top.

i | {
  "formula": "C13H17N3O5",
  "method": "ωB97M-V/def2-TZVPD",
  "gap_ev": 9.03,
  "lumo_energy_ha": 0.02158,
  "smiles": "NC(=O)C[C@H](N)C(=O)N[C@@H](Cc1ccc(O)cc1)C(=O)O",
  "homo_energy_ev": -8.4,
  "symbols": ["N", "C", "O", "C", "C", "N", "C", "O", "N", "C", "C", "C", "C", "C", "C", "O", "C", "C", "C", "O", "O", "H", "H", "H", "H", "H", "H", "H", "H", "H", "H", "H", "H", "H", "H", "H", "H", "H"],
  "positions_angstrom": [[2.6853, 3.1819, 2.8376], [1.6528, 2.4855, 2.2042], [1.1903, 2.6674, 1.1065], [1.6209, 1.1667, 2.8370], [1.3036, 0.1527, 1.8028], [0.9077, -1.1110, 2.3786], [2.4994, -0.1361, 1.0832], [3.6474, -0.1586, 1.5919], [2.2430, -0.4622, -0.1761], [0.7516, -0.8920, -0.6761], [0.2487, 0.2714, -1.3828], [-1.2730, 0.0380, -1.5417], [-2.3144, 0.4295, -0.5562], [-3.6186, 0.0630, -0.8877], [-4.1371, -0.5383, -1.9933], [-5.3315, -1.0268, -2.2749], [-3.1242, -0.7996, -3.0417], [-1.7783, -0.3934, -2.7704], [0.7880, -2.1901, -1.4682], [-0.1206, -2.9000, -1.7074], [2.0328, -2.5975, -1.6251], [2.9566, 4.0502, 2.3536], [2.4597, 3.3941, 3.8274], [2.5533, 0.8057, 3.3593], [0.8285, 0.9687, 3.4988], [0.5601, 0.7849, 1.2791], [-0.1150, -1.2338, 2.4853], [1.4100, -1.8319, 2.0065], [2.9629, -0.3280, -0.8299], [0.0734, -1.0044, 0.1889], [0.3812, 1.2432, -0.8391], [0.7011, 0.3068, -2.3686], [-2.2895, 0.9625, 0.5044], [-4.4547, 0.3686, -0.2808], [-5.7476, -0.6213, -1.5686], [-3.2226, -1.1476, -4.0690], [-1.0396, -0.4756, -3.5694], [2.1083, -3.4927, -1.7181]]
}

ii | {
  "formula": "C13H17N3O5",
  "method": "ωB97M-V/def2-TZVPD",
  "gap_ev": 9.35,
  "lumo_energy_ha": 0.02151,
  "smiles": "NC(=O)C[C@H](N)C(=O)N[C@@H](Cc1ccc(O)cc1)C(=O)O",
  "homo_energy_ev": -8.8,
  "symbols": ["N", "C", "O", "C", "C", "N", "C", "O", "N", "C", "C", "C", "C", "C", "C", "O", "C", "C", "C", "O", "O", "H", "H", "H", "H", "H", "H", "H", "H", "H", "H", "H", "H", "H", "H", "H", "H", "H"],
  "positions_angstrom": [[4.7816, -2.2988, -0.4931], [3.7135, -1.4412, -0.5081], [2.7548, -1.5148, -1.3073], [3.9081, -0.3034, 0.5434], [2.7439, 0.6993, 0.4768], [3.1205, 1.8417, 1.2766], [1.4713, 0.1582, 1.1500], [1.5178, -0.1758, 2.3476], [0.2612, 0.0743, 0.4444], [-0.0341, 0.7606, -0.7711], [-1.0516, -0.0493, -1.5434], [-2.2740, -0.3293, -0.8031], [-2.6140, -1.5962, -0.3521], [-3.8468, -1.8540, 0.2778], [-4.7635, -0.8351, 0.5356], [-6.0241, -1.0215, 1.1234], [-4.4349, 0.4581, 0.1056], [-3.2431, 0.6969, -0.5485], [-0.3510, 2.1925, -0.4238], [-0.4466, 2.6199, 0.7340], [-0.3663, 2.9259, -1.5236], [5.4316, -2.1621, 0.2475], [4.7811, -3.1681, -0.9894], [4.8535, 0.1837, 0.3630], [4.0301, -0.8096, 1.5279], [2.5499, 1.0539, -0.5481], [2.4471, 2.5846, 1.2422], [3.2660, 1.5688, 2.2617], [-0.5187, -0.1859, 1.0641], [0.8352, 0.8009, -1.4667], [-1.1370, 0.5095, -2.4823], [-0.5419, -1.0002, -1.7655], [-2.0953, -2.4819, -0.6678], [-4.0194, -2.8909, 0.6450], [-5.9665, -1.8705, 1.5726], [-5.1601, 1.2672, 0.3232], [-3.0692, 1.7798, -0.8118], [-0.5088, 3.8129, -1.2569]]
}

Verdict on stability: ii comes out on top.